# C4H4N2O

A structure of composition C4H4N2O at a distorted geometry (the ωB97M-V functional and the def2-TZVPD basis, OMol25).

The geometry in XYZ format:
```
11
Properties=species:S:1:pos:R:3
N -1.032 -0.350 -2.434
C -0.154 -0.158 -1.700
C 0.991 0.001 -0.854
O 0.951 0.651 0.296
C 0.017 0.462 1.213
C -1.379 0.556 0.912
N -2.523 0.639 0.742
H 1.957 0.100 -1.336
H 0.625 -1.432 0.136
H 0.205 -1.277 0.836
H 0.341 0.807 2.188
```

Calculated values
**Lowest unoccupied orbital energy**: -1.42 eV
**Frontier orbital gap**: 8.06 eV
**ΔE to the lowest compared entry with this formula, charge and spin**: 124.1 kcal per mole

---

# C4H4N2O

The molecule C4H4N2O at a distorted geometry (the ωB97M-V functional and the def2-TZVPD basis, OMol25).

The geometry in XYZ format:
```
11
Properties=species:S:1:pos:R:3
C -0.829 -1.490 -1.180
C -0.393 -0.392 -0.369
C -0.204 0.648 1.512
C 0.851 0.482 -0.527
H -0.643 -1.552 -2.339
H -1.634 -2.121 -0.629
H -0.326 1.022 2.591
H 1.585 1.757 0.865
N -0.960 -0.150 0.864
N 1.089 0.950 0.778
O 1.464 0.847 -1.568
```

Calculated values
**Lowest unoccupied orbital energy**: -0.61 eV
**Frontier orbital gap**: 8.67 eV
**ΔE to the lowest compared entry with this formula, charge and spin**: 41.0 kcal per mole

---

Number 1: energy -339.38392 Ha. Number 2: energy -339.51635 Ha.